No. 1
{
  "formula": "C12H25AsBrCrNSi2",
  "method": "the ωB97M-V functional and the def2-TZVPD basis",
  "elements": ["Cr", "C", "C", "C", "C", "C", "Br", "N", "C", "H", "H", "H", "H", "H", "H", "C", "Si", "C", "C", "As", "Si", "C", "C", "C", "H", "H", "H", "H", "H", "H", "H", "H", "H", "H", "H", "H", "H", "H", "H", "H", "H", "H", "H"],
  "positions_angstrom": [[1.45877, -2.48936, 0.80852], [4.66706, 2.23964, 1.05275], [4.01065, 1.05101, 0.42407], [4.16651, 0.75790, -0.93264], [3.53883, -0.35933, -1.48308], [2.76265, -1.16522, -0.65689], [1.93102, -2.73666, -1.62491], [2.59346, -0.89262, 0.69650], [3.21893, 0.19798, 1.18562], [5.25298, 2.80719, 0.32231], [5.34505, 1.91943, 1.85039], [3.91112, 2.91184, 1.47125], [4.77579, 1.39482, -1.56979], [3.66098, -0.58536, -2.53667], [3.06055, 0.37449, 2.24663], [-2.04542, 1.43561, 2.13958], [-2.29628, -0.35629, 1.67128], [-3.98758, -0.59426, 0.91788], [-2.20911, -1.37162, 3.23510], [-0.57587, -1.08122, 0.27055], [-1.24654, -0.15132, -1.76240], [0.21949, -0.21342, -2.91605], [-2.61629, -1.16847, -2.52553], [-1.78148, 1.62960, -1.59820], [-2.84237, 1.74402, 2.84684], [-2.08468, 2.08273, 1.24390], [-1.05636, 1.55040, 2.62827], [-4.75948, -0.29221, 1.65497], [-4.12882, -1.66204, 0.65285], [-4.09321, 0.03639, 0.01496], [-3.00421, -1.04216, 3.93493], [-1.21657, -1.23305, 3.71070], [-2.35451, -2.44317, 2.98773], [0.54572, -1.26602, -3.04257], [1.05121, 0.38291, -2.48809], [-0.06765, 0.20613, -3.90204], [-2.26510, -2.21208, -2.65938], [-2.88239, -0.74099, -3.51387], [-3.51167, -1.16758, -1.87672], [-0.95786, 2.22489, -1.15362], [-2.68353, 1.69781, -0.96117], [-2.02476, 2.03012, -2.60357], [0.52098, -3.45046, 1.83958]],
  "s2": 6.090,
  "spin_multiplicity": 5,
  "gap_ev": [5.183, 5.357],
  "total_energy_ev": -189395.684,
  "homo_ev": [-5.855, -6.087],
  "charge": 0
}

---

No. 2
{
  "formula": "C12H25B3NO9P",
  "method": "the ωB97M-V functional and the def2-TZVPD basis",
  "elements": ["C", "C", "C", "C", "B", "O", "B", "O", "B", "P", "N", "O", "O", "O", "H", "H", "H", "H", "H", "H", "H", "H", "H", "H", "H", "H", "H", "O", "C", "O", "C", "C", "C", "H", "H", "H", "H", "H", "H", "O", "C", "O", "C", "C", "C", "H", "H", "H", "H", "H", "H"],
  "positions_angstrom": [[-1.35653, 0.79319, -0.84327], [-0.50556, 1.93249, -0.22194], [1.05248, 1.74181, -0.32298], [1.52684, 0.66060, -1.35762], [1.80090, 3.11254, -0.68340], [2.91846, 3.46480, 0.11270], [3.30907, 4.80488, -0.02884], [2.32049, 5.70185, -0.55589], [2.00655, 5.12806, -1.81060], [2.55238, 6.04305, -3.39257], [3.81068, 5.26361, -3.96874], [2.90644, 7.65605, -3.09073], [1.29057, 6.01612, -4.49352], [1.34971, 3.89024, -1.79306], [-1.36184, -0.11816, -0.22958], [-2.40618, 1.14408, -0.82862], [-1.13404, 0.57734, -1.89523], [-0.74624, 1.96267, 0.85534], [-0.81986, 2.89462, -0.66040], [1.41123, 1.43033, 0.67322], [2.55004, 0.92583, -1.69423], [1.62872, -0.30515, -0.84205], [0.91744, 0.60359, -2.26495], [4.37562, 5.24381, 0.21147], [4.62353, 5.87085, -4.01597], [2.75218, 8.09027, -3.93412], [0.88757, 5.15159, -4.36356], [-2.76280, -2.11127, -0.98967], [-1.95123, -2.97952, -1.11018], [-1.02837, -3.00197, -2.10646], [-0.27495, -4.22231, -2.04049], [-0.42173, -4.70328, -0.60953], [-1.81224, -4.20636, -0.24524], [-0.69388, -4.92913, -2.76211], [0.76188, -4.02185, -2.30663], [-0.29366, -5.78026, -0.50193], [0.32005, -4.21150, 0.02441], [-2.58876, -4.92280, -0.52243], [-1.88800, -3.95044, 0.80369], [-1.21938, -2.31287, 2.26279], [-1.70448, -2.84216, 3.21960], [-2.74967, -3.70157, 3.14430], [-3.16629, -4.07645, 4.46770], [-1.95961, -3.82311, 5.35107], [-1.30080, -2.63849, 4.65940], [-4.02441, -3.46074, 4.74839], [-3.46893, -5.12209, 4.46930], [-2.22004, -3.63928, 6.39251], [-1.28983, -4.68543, 5.31970], [-1.70444, -1.68563, 5.00636], [-0.21910, -2.65244, 4.76459]],
  "gap_ev": 9.411,
  "total_energy_ev": -44092.678,
  "homo_ev": -9.026,
  "charge": 0
}

---

No. 3
{
  "formula": "C12H25BN3OPScSe",
  "method": "the ωB97M-V functional and the def2-TZVPD basis",
  "elements": ["Sc", "H", "H", "P", "C", "H", "H", "H", "C", "H", "H", "H", "C", "H", "H", "H", "C", "O", "H", "H", "H", "H", "B", "N", "H", "H", "C", "N", "C", "Se", "N", "C", "C", "C", "C", "C", "C", "H", "H", "H", "H", "H", "H", "H", "H"],
  "positions_angstrom": [[0.35744, -0.56049, -0.33530], [1.26091, -1.69625, -2.38617], [-1.08122, -1.51821, -1.54141], [0.41250, 1.02954, -3.17418], [2.02733, 1.78530, -3.06096], [2.18978, 2.30581, -4.01747], [2.04757, 2.51161, -2.23895], [2.81943, 1.03806, -2.90016], [0.40637, 0.24613, -4.78325], [-0.61037, 0.07626, -5.14610], [0.93380, 0.93216, -5.45606], [0.92974, -0.71538, -4.76550], [-0.93349, 2.19037, -3.01694], [-0.86057, 2.71451, -2.05485], [-0.81245, 2.89399, -3.86705], [-1.89653, 1.65440, -3.09331], [-1.44205, 0.49961, -0.32919], [-2.45333, 1.08792, -0.25160], [-1.45234, -3.10229, -1.89954], [-1.64303, -1.92312, -3.05774], [0.39937, -2.52402, -4.05264], [0.77953, -3.66218, -2.47208], [0.42661, -2.56977, -2.83975], [-1.04274, -2.26453, -2.29732], [0.37960, -0.14183, -2.29351], [-0.03389, 1.26443, 0.06483], [-2.20039, -1.16137, 2.83694], [-0.85910, -0.64861, 2.73190], [0.14144, -1.14334, 1.94198], [0.02244, -2.74604, 0.92450], [1.24022, -0.34343, 2.20849], [0.99762, 0.40083, 3.36681], [1.89532, 0.91877, 4.29673], [1.40225, 1.26686, 5.55885], [0.05164, 1.07005, 5.90446], [-0.84616, 0.53844, 4.94946], [-0.33003, 0.23422, 3.68507], [-2.37680, -1.92977, 2.07934], [-2.90190, -0.33217, 2.69376], [-2.35883, -1.59106, 3.83424], [2.18295, -0.43848, 1.82611], [2.94147, 1.02772, 4.02840], [2.06326, 1.68275, 6.32317], [-0.28087, 1.32536, 6.91492], [-1.89251, 0.31727, 5.16111]],
  "s2": 0.755,
  "spin_multiplicity": 2,
  "gap_ev": [6.116, 7.763],
  "total_energy_ev": -115361.837,
  "homo_ev": [-13.094, -14.669],
  "relative_energy_ev": 0.000,
  "charge": 2
}

---

No. 4
{
  "formula": "C12H25CeN2O2P2Se",
  "method": "the ωB97M-V functional and the def2-TZVPD basis",
  "elements": ["C", "C", "N", "C", "C", "C", "C", "P", "Ce", "P", "C", "O", "O", "H", "H", "H", "C", "C", "H", "H", "H", "H", "C", "C", "H", "H", "H", "H", "H", "H", "H", "H", "H", "H", "H", "H", "H", "H", "H", "H", "H", "H", "Se", "C", "N"],
  "positions_angstrom": [[-0.80557, 0.92933, -3.35295], [-0.83975, 0.42323, -2.04849], [-0.02936, 0.89921, -1.06912], [0.80076, 1.92705, -1.36734], [0.86461, 2.49280, -2.64234], [0.05426, 1.98271, -3.65227], [-1.76895, -0.75661, -1.75600], [-2.31773, -0.94480, 0.02670], [0.00012, -0.24404, 1.36980], [2.21727, 1.38306, 1.10262], [1.68111, 2.54493, -0.26816], [-0.53185, -3.40736, -2.07890], [0.42348, -3.87440, 0.45536], [-1.46653, 0.49696, -4.10657], [1.57293, 3.30324, -2.82980], [0.09478, 2.39228, -4.65295], [-3.72934, 0.16058, 0.29382], [-2.81001, -2.64565, 0.39321], [2.61767, 2.93758, -0.70370], [1.15598, 3.39023, 0.22368], [-1.26322, -1.72586, -2.03941], [-2.69531, -0.66831, -2.35531], [2.47224, 2.31508, 2.63764], [3.76634, 0.58713, 0.60696], [0.94179, -3.03747, 0.39774], [0.36289, -4.06167, 1.40788], [-0.20931, -3.77878, -1.22266], [0.16926, -3.56338, -2.72023], [-0.89520, 1.31171, 1.41258], [1.01516, -1.26716, 0.28645], [-4.64634, -0.14567, -0.21796], [-3.90664, 0.15910, 1.38007], [-3.45867, 1.18268, -0.00585], [-3.67186, -2.98169, -0.18818], [-1.96160, -3.32859, 0.23802], [-3.06567, -2.66606, 1.46338], [4.60481, 1.29165, 0.56174], [3.96827, -0.18915, 1.36534], [3.61950, 0.09175, -0.36617], [3.34289, 2.97589, 2.57408], [1.56365, 2.89338, 2.87204], [2.61496, 1.56972, 3.43895], [-0.01283, 0.06213, 6.59348], [0.07199, -0.16336, 4.87132], [0.08902, -0.25342, 3.67149]],
  "s2": 0.751,
  "spin_multiplicity": 2,
  "gap_ev": [6.927, 7.214],
  "total_energy_ev": -116774.369,
  "homo_ev": [-6.681, -6.965],
  "charge": 0
}

---

No. 5
{
  "formula": "C12H25F6MoN4O6S2Se2",
  "method": "the ωB97M-V functional and the def2-TZVPD basis",
  "elements": ["Mo", "F", "C", "F", "F", "S", "O", "O", "N", "S", "O", "O", "C", "F", "F", "F", "C", "Se", "C", "C", "Se", "C", "H", "H", "H", "H", "H", "H", "H", "H", "H", "H", "C", "N", "C", "C", "C", "O", "H", "H", "H", "H", "H", "H", "H", "H", "H", "C", "N", "C", "N", "O", "H", "H", "H", "H", "H", "H"],
  "positions_angstrom": [[-0.22953, 0.24216, -0.23297], [1.69445, -4.29981, -2.82895], [0.98312, -3.16839, -2.61715], [0.64323, -2.57678, -3.74083], [-0.20500, -3.56205, -2.00545], [1.87502, -2.08846, -1.42628], [1.19294, -0.77431, -1.54951], [3.16016, -2.20417, -1.97298], [1.78835, -2.72627, 0.03122], [0.69449, -2.67757, 1.20988], [1.34435, -3.07523, 2.46371], [-0.08591, -1.39813, 1.30901], [-0.61640, -4.00700, 1.14352], [-1.26720, -4.22024, 2.31635], [0.01844, -5.14416, 0.78577], [-1.52920, -3.75174, 0.18750], [0.51176, 3.93557, -1.81143], [-0.76148, 2.40343, -2.06422], [-2.32973, 3.44270, -1.03774], [-2.17896, 3.49315, 0.38628], [-2.08668, 1.51801, 1.06355], [-1.55790, 1.74795, 2.99381], [0.69482, 3.87682, -0.73706], [-0.05725, 4.73580, -2.30476], [1.35148, 3.59250, -2.35555], [-3.15931, 2.74032, -1.30282], [-2.41696, 4.40183, -1.63787], [-3.07175, 3.84772, 0.91703], [-1.34799, 4.01843, 0.84350], [-1.03542, 0.87033, 3.25688], [-2.53540, 1.73279, 3.47547], [-1.03949, 2.71054, 3.09464], [4.58510, -0.32741, 0.90746], [3.48023, 0.51243, 0.62696], [3.72725, 1.57927, -0.36875], [2.31579, 0.63617, 1.31170], [2.25139, 0.19351, 2.72100], [1.33238, 1.25787, 0.72294], [4.99165, -0.66265, -0.03641], [4.18281, -1.23666, 1.42556], [5.38944, 0.23079, 1.44573], [3.05605, 2.43491, -0.20687], [3.55441, 1.09570, -1.33200], [4.78008, 1.81472, -0.33276], [2.45853, 1.06317, 3.44755], [3.00314, -0.57038, 2.93056], [1.26163, -0.14411, 3.05295], [-3.96805, -1.32649, 0.42573], [-4.13869, -0.58459, -0.85085], [-3.05683, -0.62133, -1.64495], [-3.06130, -0.88049, -2.95393], [-1.90747, -0.56443, -1.14973], [-3.00913, -1.07688, 0.86361], [-3.82262, -2.38290, 0.22793], [-4.75923, -1.07532, 1.16336], [-5.00648, -0.92052, -1.26241], [-3.90324, -1.07204, -3.47451], [-2.17789, -1.00808, -3.51242]],
  "s2": 2.042,
  "spin_multiplicity": 3,
  "gap_ev": [6.428, 7.266],
  "total_energy_ev": -201589.012,
  "homo_ev": [-19.171, -19.191],
  "relative_energy_ev": 0.889,
  "charge": 3
}

---

No. 6
{
  "formula": "C12H25InN2O3P2S2",
  "method": "the ωB97M-V functional and the def2-TZVPD basis",
  "elements": ["In", "C", "C", "O", "P", "S", "S", "O", "C", "C", "H", "H", "H", "H", "H", "H", "H", "H", "H", "H", "N", "C", "C", "C", "C", "C", "N", "H", "H", "H", "H", "H", "H", "C", "P", "C", "C", "O", "H", "H", "H", "H", "H", "H", "H", "H", "H"],
  "positions_angstrom": [[10.05526, 11.18713, 6.11779], [13.04567, 8.76299, 10.20495], [13.63649, 8.25410, 8.95565], [13.43984, 9.23427, 7.89592], [12.19655, 8.98891, 6.88050], [12.44537, 10.27343, 5.36423], [10.47861, 9.27392, 7.86890], [12.54931, 7.47282, 6.46030], [11.71320, 6.81650, 5.53386], [11.39907, 5.43936, 6.11634], [13.55258, 8.16777, 11.01519], [12.00468, 8.57777, 10.32560], [13.29343, 9.84584, 10.31798], [13.31066, 7.19924, 8.82372], [14.71418, 8.16848, 9.15112], [12.20262, 6.87041, 4.61345], [10.80521, 7.38073, 5.42520], [12.32895, 5.06974, 6.54261], [11.02534, 4.77673, 5.26903], [10.70934, 5.57232, 6.89831], [6.77981, 10.26068, 7.26338], [6.81069, 11.60404, 7.18162], [5.64206, 12.44319, 7.16556], [5.77201, 13.79084, 7.08941], [7.07889, 14.31876, 7.14805], [8.13636, 13.53496, 7.00108], [7.99144, 12.18869, 7.00710], [5.90872, 9.71839, 7.26397], [7.65677, 9.77471, 7.19118], [4.66162, 11.95472, 7.13273], [4.87059, 14.38827, 7.02866], [7.30309, 15.38557, 7.12296], [9.16157, 13.89094, 6.87393], [11.66884, 12.21158, 9.51954], [11.94762, 13.39253, 8.14778], [13.65166, 13.31578, 7.63458], [11.52416, 14.95538, 8.93037], [11.07683, 13.23181, 6.95547], [12.39956, 12.38887, 10.37794], [11.64776, 11.14873, 9.10483], [10.71071, 12.48385, 9.93991], [14.37004, 13.48872, 8.47180], [13.79838, 14.03807, 6.86460], [13.91239, 12.27617, 7.35610], [12.31109, 15.35638, 9.57531], [10.70182, 14.65753, 9.57398], [11.20934, 15.68416, 8.19260]],
  "s2": 0.755,
  "spin_multiplicity": 2,
  "gap_ev": [8.377, 7.026],
  "total_energy_ev": -67392.651,
  "homo_ev": [-10.540, -11.678],
  "relative_energy_ev": 0.806,
  "charge": 1
}

---

Please write out number 5 again, unchanged.
{
  "formula": "C12H25F6MoN4O6S2Se2",
  "method": "the ωB97M-V functional and the def2-TZVPD basis",
  "elements": ["Mo", "F", "C", "F", "F", "S", "O", "O", "N", "S", "O", "O", "C", "F", "F", "F", "C", "Se", "C", "C", "Se", "C", "H", "H", "H", "H", "H", "H", "H", "H", "H", "H", "C", "N", "C", "C", "C", "O", "H", "H", "H", "H", "H", "H", "H", "H", "H", "C", "N", "C", "N", "O", "H", "H", "H", "H", "H", "H"],
  "positions_angstrom": [[-0.22953, 0.24216, -0.23297], [1.69445, -4.29981, -2.82895], [0.98312, -3.16839, -2.61715], [0.64323, -2.57678, -3.74083], [-0.20500, -3.56205, -2.00545], [1.87502, -2.08846, -1.42628], [1.19294, -0.77431, -1.54951], [3.16016, -2.20417, -1.97298], [1.78835, -2.72627, 0.03122], [0.69449, -2.67757, 1.20988], [1.34435, -3.07523, 2.46371], [-0.08591, -1.39813, 1.30901], [-0.61640, -4.00700, 1.14352], [-1.26720, -4.22024, 2.31635], [0.01844, -5.14416, 0.78577], [-1.52920, -3.75174, 0.18750], [0.51176, 3.93557, -1.81143], [-0.76148, 2.40343, -2.06422], [-2.32973, 3.44270, -1.03774], [-2.17896, 3.49315, 0.38628], [-2.08668, 1.51801, 1.06355], [-1.55790, 1.74795, 2.99381], [0.69482, 3.87682, -0.73706], [-0.05725, 4.73580, -2.30476], [1.35148, 3.59250, -2.35555], [-3.15931, 2.74032, -1.30282], [-2.41696, 4.40183, -1.63787], [-3.07175, 3.84772, 0.91703], [-1.34799, 4.01843, 0.84350], [-1.03542, 0.87033, 3.25688], [-2.53540, 1.73279, 3.47547], [-1.03949, 2.71054, 3.09464], [4.58510, -0.32741, 0.90746], [3.48023, 0.51243, 0.62696], [3.72725, 1.57927, -0.36875], [2.31579, 0.63617, 1.31170], [2.25139, 0.19351, 2.72100], [1.33238, 1.25787, 0.72294], [4.99165, -0.66265, -0.03641], [4.18281, -1.23666, 1.42556], [5.38944, 0.23079, 1.44573], [3.05605, 2.43491, -0.20687], [3.55441, 1.09570, -1.33200], [4.78008, 1.81472, -0.33276], [2.45853, 1.06317, 3.44755], [3.00314, -0.57038, 2.93056], [1.26163, -0.14411, 3.05295], [-3.96805, -1.32649, 0.42573], [-4.13869, -0.58459, -0.85085], [-3.05683, -0.62133, -1.64495], [-3.06130, -0.88049, -2.95393], [-1.90747, -0.56443, -1.14973], [-3.00913, -1.07688, 0.86361], [-3.82262, -2.38290, 0.22793], [-4.75923, -1.07532, 1.16336], [-5.00648, -0.92052, -1.26241], [-3.90324, -1.07204, -3.47451], [-2.17789, -1.00808, -3.51242]],
  "s2": 2.042,
  "spin_multiplicity": 3,
  "gap_ev": [6.428, 7.266],
  "total_energy_ev": -201589.012,
  "homo_ev": [-19.171, -19.191],
  "relative_energy_ev": 0.889,
  "charge": 3
}